C21H34N4O3S | ωB97M-V/def2-TZVPD

Each line ends with the Löwdin charge.
Geometry (Å):
1 C -6.90 -0.47 0.28  -0.0624
2 C -6.42 -1.64 -0.58  -0.2183
3 O -5.06 -1.46 -1.00  -0.0132
4 C -4.12 -1.81 -0.10  -0.5355
5 O -4.36 -2.27 1.00  0.0920
6 N -2.87 -1.62 -0.57  -0.0359
7 C -2.55 -0.97 -1.82  -0.1256
8 C -1.87 0.38 -1.56  -0.1091
9 C -0.60 0.13 -0.74  -0.2858
10 N 0.24 1.30 -0.57  -0.0757
11 C -0.35 2.61 -0.36  -0.1922
12 C -0.45 2.96 1.14  -0.1975
13 N -0.85 4.32 1.44  -0.2802
14 C -2.19 4.66 1.01  -0.1107
15 C 0.12 5.32 1.03  -0.1049
16 C 1.60 1.19 -0.50  -0.7417
17 S 2.57 2.53 -0.48  0.7277
18 N 2.10 -0.08 -0.43  0.0776
19 C 3.42 -0.52 -0.45  -0.1783
20 C 4.45 0.11 -1.13  -0.0564
21 C 5.73 -0.43 -1.12  -0.0876
22 C 5.97 -1.61 -0.44  -0.0922
23 C 4.94 -2.27 0.22  -0.0269
24 C 3.67 -1.73 0.22  -0.1944
25 O 2.57 -2.29 0.83  -0.0758
26 C 2.73 -3.50 1.55  -0.2533
27 C 1.38 -3.87 2.14  -0.0593
28 C -1.02 -0.53 0.59  -0.0956
29 C -1.73 -1.85 0.30  -0.1273
30 H -7.95 -0.61 0.52  0.0766
31 H -6.33 -0.43 1.20  0.0741
32 H -6.78 0.47 -0.26  0.0762
33 H -6.99 -1.71 -1.51  0.1225
34 H -6.50 -2.57 -0.02  0.1213
35 H -3.47 -0.83 -2.39  0.1252
36 H -1.88 -1.62 -2.40  0.1331
37 H -1.63 0.86 -2.51  0.1302
38 H -2.57 1.01 -1.01  0.1198
39 H -0.01 -0.60 -1.32  0.1497
40 H 0.31 3.34 -0.85  0.0603
41 H -1.32 2.65 -0.84  0.1028
42 H 0.52 2.79 1.60  0.1050
43 H -1.18 2.30 1.62  0.1082
44 H -2.88 3.89 1.35  0.0832
45 H -2.29 4.77 -0.08  0.0826
46 H -2.47 5.60 1.48  0.0824
47 H -0.10 6.25 1.57  0.0825
48 H 0.10 5.53 -0.05  0.0843
49 H 1.12 4.99 1.30  0.0778
50 H 1.50 -0.79 -0.04  0.1082
51 H 4.26 1.03 -1.66  0.0542
52 H 6.53 0.07 -1.64  0.1023
53 H 6.96 -2.04 -0.43  0.1010
54 H 5.15 -3.19 0.74  0.1027
55 H 3.47 -3.36 2.35  0.1287
56 H 3.09 -4.29 0.88  0.1281
57 H 1.47 -4.79 2.71  0.0778
58 H 0.65 -4.02 1.34  0.0689
59 H 1.02 -3.08 2.79  0.0787
60 H -1.70 0.14 1.13  0.1193
61 H -0.16 -0.71 1.23  0.1161
62 H -2.11 -2.30 1.22  0.1260
63 H -1.04 -2.54 -0.20  0.1284

## Properties
LUMO energy (eV): 0.61
2S+1: 1
SMILES string: CCOC(=O)N1CCC(N(CCN(C)C)C(=S)Nc2ccccc2OCC)CC1
E_HOMO (hartree): -0.28964

---

C21H34N4O3S | ωB97M-V/def2-TZVPD

Each line ends with the Löwdin charge.
Geometry (Å):
1 C -1.85 -6.79 4.96  -0.0624
2 C -1.26 -5.39 5.12  -0.2238
3 O -1.49 -4.59 3.96  -0.0181
4 C -0.63 -4.79 2.93  -0.5370
5 O 0.33 -5.52 2.99  0.0896
6 N -0.98 -4.09 1.83  -0.0370
7 C -2.03 -3.10 1.80  -0.1263
8 C -1.43 -1.69 1.76  -0.1101
9 C -0.51 -1.58 0.55  -0.3565
10 N 0.05 -0.25 0.38  -0.0874
11 C 0.75 0.35 1.49  -0.1280
12 C -0.05 1.40 2.29  -0.1671
13 N -0.45 2.53 1.45  -0.3104
14 C -1.82 2.41 0.99  -0.0811
15 C -0.22 3.82 2.08  -0.0928
16 C 0.20 0.25 -0.89  -0.7642
17 S -0.19 -0.64 -2.23  0.7128
18 N 0.64 1.53 -0.94  0.0611
19 C 1.01 2.29 -2.05  -0.2544
20 C 1.56 1.76 -3.21  -0.0527
21 C 1.93 2.58 -4.26  -0.0154
22 C 1.77 3.96 -4.18  -0.2742
23 O 2.11 4.86 -5.14  -0.0581
24 C 2.53 4.42 -6.41  -0.2534
25 C 1.37 3.90 -7.26  -0.0648
26 C 1.25 4.50 -3.00  -0.0048
27 C 0.87 3.68 -1.96  -0.0154
28 C 0.57 -2.67 0.60  -0.1074
29 C -0.09 -4.04 0.69  -0.1212
30 H -1.34 -7.31 4.15  0.0749
31 H -2.91 -6.73 4.73  0.0765
32 H -1.71 -7.35 5.88  0.0761
33 H -0.19 -5.46 5.30  0.1199
34 H -1.75 -4.85 5.93  0.1213
35 H -2.67 -3.23 2.67  0.1242
36 H -2.63 -3.26 0.89  0.1342
37 H -2.23 -0.95 1.71  0.1174
38 H -0.87 -1.54 2.69  0.1167
39 H -1.11 -1.76 -0.35  0.0743
40 H 1.04 -0.44 2.19  0.1170
41 H 1.67 0.82 1.13  0.1344
42 H -0.92 0.93 2.75  0.1125
43 H 0.60 1.76 3.09  0.1208
44 H -2.54 2.48 1.81  0.0929
45 H -1.95 1.45 0.48  0.0801
46 H -2.03 3.20 0.27  0.0892
47 H 0.84 3.92 2.33  0.0886
48 H -0.49 4.61 1.39  0.0804
49 H -0.81 3.95 3.00  0.0903
50 H 0.45 2.09 -0.10  0.0913
51 H 1.69 0.69 -3.31  0.0559
52 H 2.34 2.12 -5.15  0.1064
53 H 3.31 3.65 -6.31  0.1144
54 H 2.97 5.30 -6.87  0.1215
55 H 1.74 3.62 -8.24  0.0758
56 H 0.90 3.04 -6.80  0.0675
57 H 0.62 4.69 -7.38  0.0786
58 H 1.14 5.57 -2.93  0.1166
59 H 0.47 4.11 -1.05  0.1021
60 H 1.18 -2.61 -0.31  0.1093
61 H 1.22 -2.52 1.46  0.1195
62 H 0.66 -4.82 0.83  0.1252
63 H -0.66 -4.24 -0.21  0.1348

## Properties
LUMO energy (eV): 0.58
2S+1: 1
SMILES string: CCOC(=O)N1CCC(N(CCN(C)C)C(=S)Nc2ccc(OCC)cc2)CC1
E_HOMO (hartree): -0.27477

---

C21H35As3N5NiSTe | ωB97M-V/def2-TZVPD

Each line ends with the Löwdin charge.
Geometry (Å):
1 Ni 1.07 -0.76 -0.86  -0.3188
2 N 5.21 -1.04 -0.83  0.0604
3 C 4.12 -0.93 -1.60  -0.1361
4 N 3.07 -0.86 -0.82  -0.0244
5 C 3.58 -0.94 0.44  -0.3030
6 N 4.89 -1.05 0.47  0.1612
7 C 2.69 -0.90 1.60  -0.1963
8 C 3.11 -0.81 2.92  -0.0401
9 N 2.23 -0.73 3.91  0.1145
10 C 0.94 -0.75 3.59  -0.0843
11 C 0.52 -0.85 2.27  -0.0851
12 N 1.40 -0.93 1.27  0.0791
13 H 6.17 -1.13 -1.12  0.1723
14 H 4.12 -0.92 -2.68  0.1350
15 H 4.16 -0.80 3.16  0.1286
16 H 0.23 -0.69 4.40  0.1186
17 H -0.53 -0.89 2.02  0.0867
18 C -2.36 -2.08 -0.11  -0.2399
19 As -1.27 -0.72 -0.95  1.0708
20 C -1.96 -0.86 -2.75  -0.3107
21 C -2.19 0.85 -0.22  -0.3164
22 C -1.72 2.26 -0.60  -0.6609
23 C -1.76 2.44 -2.13  -0.0732
24 C -0.29 2.54 -0.09  -0.3254
25 As 1.20 1.66 -0.99  1.1542
26 C 2.58 2.35 0.20  -0.2628
27 C 1.57 2.78 -2.53  -0.2658
28 C -2.69 3.30 0.00  -0.3772
29 As -3.18 3.50 1.92  1.1474
30 C -1.69 2.75 2.97  -0.3589
31 C -4.41 1.98 2.13  -0.3477
32 H -3.40 -1.84 -0.29  0.0486
33 H -2.18 -2.16 0.96  0.0304
34 H -2.12 -3.04 -0.58  0.0038
35 H -2.97 -0.44 -2.80  0.0420
36 H -1.99 -1.92 -3.00  0.0086
37 H -1.31 -0.37 -3.47  0.0216
38 H -2.16 0.74 0.86  0.0413
39 H -3.23 0.73 -0.53  0.0912
40 H -1.07 1.76 -2.63  0.0379
41 H -1.49 3.46 -2.40  0.0968
42 H -2.76 2.24 -2.51  0.0964
43 H -0.19 2.24 0.95  0.0474
44 H -0.10 3.62 -0.13  0.0941
45 H 2.46 3.43 0.30  0.0427
46 H 3.57 2.14 -0.21  0.0312
47 H 2.50 1.89 1.18  0.0227
48 H 1.35 3.81 -2.29  0.0427
49 H 0.99 2.47 -3.40  0.0252
50 H 2.63 2.68 -2.77  0.0310
51 H -3.67 3.18 -0.47  0.0704
52 H -2.34 4.30 -0.29  0.0622
53 H -0.80 3.36 2.86  0.0165
54 H -1.46 1.71 2.72  -0.0098
55 H -2.01 2.79 4.01  0.0219
56 H -5.11 1.96 1.29  0.0201
57 H -4.99 2.14 3.04  0.0163
58 H -3.90 1.02 2.20  0.0062
59 Te 1.12 -2.66 -2.53  0.9739
60 C 1.01 -4.44 -1.45  -1.0211
61 C -0.05 -5.05 -0.82  -0.2525
62 C 0.28 -6.31 -0.26  -0.1909
63 C 1.58 -6.65 -0.47  -0.4217
64 S 2.40 -5.43 -1.34  0.9107
65 H -1.04 -4.61 -0.78  0.0666
66 H -0.43 -6.95 0.26  0.1043
67 H 2.09 -7.55 -0.16  0.0690

## Properties
LUMO energy (alpha / beta) (eV): -3.26 / -3.25
2S+1: 1
E_HOMO (alpha / beta) (hartree): -0.36109 / -0.36109
Total charge: +1

---

C21H35AuBN7O7P2 | ωB97M-V/def2-TZVPD

Each line ends with the Löwdin charge.
Geometry (Å):
1 Au 0.05 -1.87 0.92  1.3775
2 O -2.19 -2.65 4.48  -0.0797
3 P -1.81 -1.68 3.29  0.2133
4 O -1.91 -0.26 3.63  -0.2623
5 O -0.43 -2.25 2.82  -0.4012
6 O -2.82 -2.01 2.09  -0.2558
7 P -2.76 -3.28 1.10  0.2375
8 O -3.91 -2.94 0.07  -0.0901
9 O -2.95 -4.57 1.77  -0.2449
10 O -1.45 -3.03 0.30  -0.3857
11 H -2.77 -2.21 5.11  0.0926
12 H -4.64 -3.55 0.19  0.0900
13 C 2.65 -2.01 0.03  -0.2751
14 N 2.62 -1.40 -1.25  -0.0097
15 C 3.83 -0.82 -1.84  -0.0054
16 C 1.38 -1.09 -1.72  -0.2979
17 N 0.28 -1.24 -0.98  0.0113
18 C -1.02 -1.06 -1.56  -0.2632
19 C -1.37 -1.87 -2.60  -0.0434
20 C -2.65 -1.79 -3.18  -0.0611
21 C -3.57 -0.94 -2.65  -0.0309
22 C -3.26 -0.13 -1.52  -0.1617
23 C -4.28 0.66 -0.93  -0.0414
24 C -4.02 1.38 0.19  -0.0593
25 C -2.73 1.41 0.73  -0.0360
26 C -1.68 0.73 0.16  -0.2453
27 N -0.40 0.78 0.70  0.1141
28 C 0.11 1.89 1.17  -0.3633
29 N 1.09 1.85 2.12  -0.1378
30 C 1.12 0.83 3.16  -0.0393
31 C 2.18 2.80 2.17  -0.0543
32 N -0.19 3.15 0.71  -0.1526
33 C -0.38 4.26 1.64  -0.0560
34 C -0.72 3.39 -0.61  -0.0455
35 C -1.95 -0.14 -0.97  -0.0529
36 N 1.34 -0.53 -2.97  -0.1493
37 C 0.44 0.54 -3.34  -0.0281
38 C 1.93 -1.25 -4.09  -0.0491
39 H 3.63 -2.45 1.88  0.1245
40 H 2.31 -3.04 0.01  0.1487
41 H 1.98 -0.25 0.89  0.0639
42 H 4.60 -0.82 -1.08  0.0575
43 H 3.64 0.21 -2.14  0.1061
44 H 4.17 -1.39 -2.70  0.0811
45 H -0.65 -2.60 -2.95  0.1267
46 H -2.90 -2.43 -4.02  0.1078
47 H -4.57 -0.90 -3.06  0.1153
48 H -5.27 0.63 -1.37  0.1106
49 H -4.82 1.94 0.67  0.1081
50 H -2.53 1.94 1.65  0.1225
51 H 0.19 0.27 3.16  0.0384
52 H 1.20 1.34 4.13  0.1014
53 H 1.98 0.18 3.05  0.0695
54 H 2.24 3.35 1.23  0.0942
55 H 3.11 2.25 2.31  0.0717
56 H 2.06 3.51 3.00  0.0867
57 H -0.19 3.92 2.66  0.0898
58 H -1.41 4.61 1.58  0.0919
59 H 0.29 5.09 1.41  0.0906
60 H -0.42 2.59 -1.27  0.0675
61 H -0.31 4.33 -0.99  0.0949
62 H -1.82 3.46 -0.61  0.0898
63 H 0.09 1.05 -2.46  0.0699
64 H -0.43 0.18 -3.90  0.0934
65 H 0.99 1.25 -3.96  0.1015
66 H 2.40 -2.17 -3.75  0.0922
67 H 2.67 -0.64 -4.61  0.0945
68 H 1.13 -1.52 -4.79  0.0941
69 B 4.37 -0.28 1.33  -0.3871
70 C 3.46 -1.61 1.21  -0.1680
71 N 1.97 -1.25 1.11  -0.0771
72 H 4.44 0.01 2.51  0.0186
73 H 5.46 -0.46 0.83  0.0180
74 H 3.78 0.61 0.69  0.0324

## Properties
LUMO energy (eV): -1.39
2S+1: 1
E_HOMO (hartree): -0.28218

---

C21H35B2N2O9S2 | ωB97M-V/def2-TZVPD

Each line ends with the Löwdin charge.
Geometry (Å):
1 C 2.10 -5.18 -1.09  -0.0686
2 C 2.70 -4.77 -2.48  -0.2555
3 O 4.02 -4.20 -2.43  0.0489
4 B 4.04 -2.91 -1.88  -0.4782
5 O 5.29 -2.48 -1.33  0.0966
6 C 2.80 -1.90 -1.76  -0.1710
7 O 2.30 -1.65 -0.42  -0.0849
8 B 1.15 -0.74 -0.74  -0.7545
9 C 0.82 0.06 0.66  -0.0611
10 C -0.51 0.91 0.38  -0.3971
11 C -0.63 2.03 1.48  -0.0578
12 O -1.59 -0.04 0.37  -0.1371
13 C -2.78 0.53 -0.18  -0.1849
14 C -3.21 -0.10 -1.54  -0.1509
15 C -2.45 -0.03 -2.78  -0.0087
16 C -2.95 -0.62 -4.03  -0.0729
17 C -4.25 -1.31 -4.05  -0.1031
18 C -5.02 -1.42 -2.81  -0.0982
19 C -4.48 -0.82 -1.58  -0.0537
20 O 1.61 0.07 -1.91  -0.0879
21 C 2.97 -0.38 -2.23  -0.2201
22 C 3.83 0.60 -1.35  -0.1593
23 C 5.36 0.73 -1.80  -0.4330
24 S 5.77 2.39 -2.54  0.8787
25 C 4.45 2.65 -3.74  -0.6324
26 N 4.38 1.91 -4.88  0.0268
27 N 3.28 2.38 -5.53  -0.0051
28 C 2.69 3.34 -4.81  -0.1294
29 O 3.43 3.56 -3.65  0.0035
30 H 1.02 -5.49 -1.24  0.0845
31 H 2.09 -4.36 -0.33  0.0828
32 H 2.62 -6.11 -0.73  0.0753
33 H 2.80 -5.73 -3.08  0.1183
34 H 1.96 -4.16 -3.08  0.1190
35 H 5.06 -2.30 -0.39  0.1095
36 H 1.83 -2.18 -2.29  0.1312
37 H 0.22 -1.49 -1.00  0.1119
38 H 1.67 0.73 0.97  0.0985
39 H 0.59 -0.68 1.48  0.1085
40 H -0.35 1.35 -0.66  0.1404
41 H 0.15 2.81 1.25  0.0850
42 H -0.42 1.65 2.51  0.0695
43 H -1.64 2.52 1.36  0.0632
44 H -3.61 0.35 0.56  0.1120
45 H -2.64 1.64 -0.34  0.1254
46 H -1.46 0.48 -2.81  0.1111
47 H -2.35 -0.52 -4.96  0.0899
48 H -4.66 -1.73 -5.00  0.0830
49 H -6.01 -1.94 -2.78  0.0854
50 H -5.10 -0.94 -0.65  0.0946
51 H 2.98 -0.26 -3.34  0.1527
52 H 3.38 1.62 -1.49  0.1070
53 H 3.79 0.39 -0.26  0.1211
54 H 5.98 0.67 -0.87  0.0759
55 H 5.65 -0.05 -2.54  0.0736
56 H 1.78 3.89 -5.12  0.1316
57 O -1.69 1.80 4.96  -0.2721
58 S -3.10 1.65 5.12  0.5846
59 O -4.02 2.68 4.73  -0.2821
60 O -3.42 1.21 6.63  -0.2680
61 C -2.95 2.06 7.69  -0.2663
62 C -3.76 3.33 7.80  -0.0807
63 C -3.60 0.15 4.33  -0.1104
64 H -1.88 2.28 7.56  0.1156
65 H -3.05 1.49 8.62  0.1193
66 H -3.64 3.96 6.92  0.0687
67 H -3.45 3.91 8.67  0.0777
68 H -4.83 3.10 7.89  0.0831
69 H -2.94 -0.65 4.64  0.0791
70 H -3.53 0.30 3.26  0.0677
71 H -4.63 -0.07 4.61  0.0735

## Properties
LUMO energy (eV): 2.19
2S+1: 1
E_HOMO (hartree): -0.15821
Total charge: -1

---

C21H35BCoO2P2 | ωB97M-V/def2-TZVPD

Each line ends with the Löwdin charge.
Geometry (Å):
1 P -1.75 3.21 -0.52  0.8634
2 P 0.04 1.36 -2.47  0.8751
3 C -1.74 3.55 -2.48  -0.3834
4 C -1.53 2.24 -3.24  -0.3438
5 H -0.77 4.16 -2.59  0.0664
6 H -2.59 4.20 -2.69  0.0783
7 H -2.34 1.51 -3.11  0.0811
8 H -1.35 2.39 -4.32  0.0830
9 C 1.64 2.31 -2.73  -0.2502
10 H 2.46 1.63 -2.41  0.0661
11 H 1.69 3.27 -2.16  0.0277
12 H 1.77 2.46 -3.81  0.0520
13 C 0.24 0.36 -3.98  -0.2717
14 H 0.54 1.05 -4.78  0.0385
15 H -0.72 -0.10 -4.21  0.0440
16 H 1.02 -0.38 -3.83  0.0412
17 C -2.76 4.66 -0.09  -0.2863
18 H -2.15 5.41 0.42  0.0350
19 H -3.58 4.38 0.56  0.0432
20 H -3.19 5.08 -1.00  0.0357
21 C -3.12 1.97 -0.40  -0.2441
22 H -2.97 1.07 -1.00  0.0268
23 H -4.06 2.47 -0.71  0.0522
24 H -3.24 1.67 0.65  0.0397
25 Co 0.10 3.23 -1.55  -0.0085
26 C 2.14 -3.13 -0.08  -0.1284
27 C 2.63 -1.87 -0.18  -0.1174
28 C 1.82 -0.68 -0.58  -0.2259
29 C 0.44 -0.58 0.16  -0.2445
30 C -0.72 -1.20 -0.58  -0.2538
31 C -0.62 -1.91 -1.73  -0.2716
32 C 0.39 -2.99 -1.94  -0.2189
33 C 0.81 -3.59 -0.55  -0.1983
34 C -1.95 0.75 3.71  0.0402
35 H 2.75 -3.89 0.40  0.0888
36 H 3.69 -1.68 0.06  0.0936
37 H 1.65 -0.63 -1.68  0.0614
38 H 2.41 0.23 -0.33  0.0959
39 H 0.54 -0.99 1.17  0.0823
40 H 0.26 0.51 0.31  0.0572
41 H -1.68 -0.76 -0.29  0.0498
42 H -1.36 -1.78 -2.54  0.0669
43 H 1.29 -2.63 -2.47  0.0848
44 H -0.08 -3.79 -2.55  0.0942
45 H 0.04 -3.37 0.20  0.1035
46 H 0.82 -4.69 -0.63  0.0983
47 H -2.87 0.20 3.51  0.0741
48 H -1.80 1.50 2.94  0.0561
49 H -2.03 1.26 4.67  0.0702
50 O 0.54 0.14 4.18  0.1847
51 B -0.75 -0.22 3.75  -0.5556
52 O -0.80 -1.57 3.36  0.1837
53 C 0.45 -2.05 3.60  -0.2012
54 C 0.93 -3.36 3.46  0.0099
55 C 2.26 -3.58 3.84  -0.1020
56 C 3.07 -2.57 4.34  -0.0926
57 C 2.58 -1.25 4.48  0.0069
58 C 1.27 -1.01 4.09  -0.2002
59 H 0.28 -4.14 3.07  0.1229
60 H 2.67 -4.59 3.74  0.1064
61 H 4.10 -2.78 4.62  0.1029
62 H 3.18 -0.44 4.88  0.1143

## Properties
LUMO energy (alpha / beta) (eV): -0.35 / -0.95
2S+1: 4
E_HOMO (alpha / beta) (hartree): -0.09933 / -0.20446
Expectation value of S²: 3.819

---

C21H35Br2FN4O5 | ωB97M-V/def2-TZVPD

Each line ends with the Löwdin charge.
Geometry (Å):
1 C -2.42 -4.04 2.91  0.0630
2 C -3.00 -3.58 1.72  -0.0754
3 C -3.76 -3.14 0.30  -0.0802
4 C -2.59 -2.71 -0.79  -0.2754
5 N -2.98 -1.46 -1.61  0.1298
6 C -1.93 -0.39 -1.50  -0.0797
7 N -2.19 0.99 -1.52  -0.0949
8 C -3.59 1.53 -1.66  -0.1371
9 C -4.04 1.77 -3.24  -0.2220
10 N -3.25 0.89 -4.19  -0.0465
11 C -1.07 2.05 -1.42  -0.6062
12 Br -0.31 3.02 -3.00  0.6920
13 C -0.59 2.33 -0.01  -0.5420
14 C 0.60 3.49 0.14  -0.1456
15 Br -1.29 1.47 1.65  0.7035
16 N -0.43 -0.73 -1.41  0.1411
17 C -0.22 -2.12 -0.85  -0.4159
18 C 0.19 -3.26 -1.97  -0.0752
19 C 0.32 -4.78 -1.28  -0.0879
20 F -0.94 -5.58 -1.43  -0.1495
21 C 1.09 -2.00 0.18  -0.0943
22 C 2.50 -1.69 -0.58  -0.2024
23 C 3.48 -0.61 0.17  -0.1930
24 C 3.15 0.89 -0.41  -0.2081
25 C 3.91 2.11 0.38  -0.1706
26 C 3.84 2.02 2.02  -0.2158
27 O 2.58 1.45 2.53  -0.2816
28 C 2.80 0.62 3.73  -0.1306
29 O -1.35 -2.54 -0.01  -0.0979
30 H -2.21 -4.64 3.92  0.0693
31 H -4.33 -4.07 -0.13  0.1309
32 H -4.49 -2.27 0.60  0.1209
33 H -2.56 -3.59 -1.58  0.1566
34 H -3.90 -1.19 -1.20  0.1068
35 H -3.59 2.62 -1.16  0.1536
36 H -4.41 0.92 -1.06  0.1340
37 H -3.86 2.90 -3.50  0.1236
38 H -5.18 1.49 -3.36  0.1304
39 H -2.22 1.10 -4.17  0.0295
40 H -3.35 -0.13 -3.95  0.0627
41 H 0.96 3.53 1.25  0.0577
42 H 0.21 4.56 -0.21  0.1168
43 H 1.47 3.15 -0.60  0.0476
44 H 0.00 -0.66 -2.36  0.1499
45 H 1.13 -3.01 -2.62  0.1237
46 H -0.72 -3.37 -2.74  0.1296
47 H 0.54 -4.73 -0.13  0.1232
48 H 1.18 -5.39 -1.78  0.1304
49 H 0.87 -1.07 0.89  0.1259
50 H 1.19 -2.92 0.90  0.1230
51 H 2.24 -1.21 -1.64  0.1025
52 H 3.06 -2.71 -0.83  0.1224
53 H 4.59 -0.86 -0.17  0.1247
54 H 3.47 -0.70 1.34  0.1076
55 H 3.53 0.91 -1.54  0.1246
56 H 1.99 1.02 -0.45  0.0879
57 H 5.06 2.07 0.08  0.1219
58 H 3.55 3.19 0.06  0.1049
59 H 3.90 3.14 2.43  0.1460
60 H 4.81 1.46 2.38  0.1218
61 H 1.98 -0.23 3.83  0.1036
62 H 2.80 1.34 4.68  0.1154
63 H 3.84 0.06 3.76  0.0901
64 C -0.02 5.04 3.94  -0.8790
65 O 0.23 4.49 2.84  -0.1202
66 O -0.16 4.13 4.90  0.0461
67 O -0.15 6.24 4.26  -0.0443
68 H 0.01 3.41 4.26  0.0763

## Properties
LUMO energy (eV): -1.72
2S+1: 1
E_HOMO (hartree): -0.23372